P.
ORCA calculation (ωB97M-V with the def2-TZVPD basis set) on C7H12 in the gas phase.

CARTESIAN COORDINATES (ANGSTROEM)
C (-0.712, -0.840, 0.899)
C (0.130, -1.926, 1.489)
C (-0.624, 0.457, 0.240)
C (0.918, -2.687, 0.535)
C (-1.768, 1.397, 0.347)
C (0.877, 1.302, -1.506)
C (0.738, 1.019, 0.011)
H (-1.749, -1.020, 1.150)
H (1.419, -2.036, -0.414)
H (0.148, -3.129, -0.041)
H (1.630, -3.459, 0.955)
H (-2.506, 1.194, 1.189)
H (-2.277, 1.253, -0.579)
H (-1.457, 2.358, 0.500)
H (0.835, 0.306, -1.894)
H (1.850, 1.774, -1.753)
H (0.112, 1.830, -1.947)
H (0.947, 1.906, 0.608)
H (1.489, 0.302, 0.211)

Values from the calculation:
M, g/mol: 96.2
Kohn-Sham gap, eV: 7.52
Total charge: 0

---

Q.
ORCA calculation (ωB97M-V with the def2-TZVPD basis set) on C7H12 in the gas phase.

CARTESIAN COORDINATES (ANGSTROEM)
C (-2.575, 0.162, 0.034)
C (-1.176, -0.446, 0.063)
C (-0.240, 0.159, -1.014)
C (0.878, 0.076, 0.000)
C (2.075, -0.793, -0.215)
C (2.222, 0.698, -0.019)
C (-0.113, -0.055, 1.149)
H (-3.037, 0.099, -0.965)
H (-2.491, 1.233, 0.255)
H (-3.272, -0.290, 0.743)
H (-1.149, -1.530, 0.161)
H (-0.086, -0.308, -1.996)
H (-0.538, 1.206, -1.176)
H (2.223, -1.186, -1.219)
H (2.394, -1.464, 0.579)
H (2.474, 1.316, -0.875)
H (2.605, 1.046, 0.935)
H (-0.369, 0.878, 1.658)
H (0.176, -0.802, 1.905)

Values from the calculation:
Structure (SMILES): CC1CC2(CC2)C1
M, g/mol: 96.2
Kohn-Sham gap, eV: 10.84
Total charge: 0

---

R.
ORCA calculation (ωB97M-V with the def2-TZVPD basis set) on C7H12 in the gas phase.

CARTESIAN COORDINATES (ANGSTROEM)
C (-0.756, 0.562, 1.613)
C (0.093, 1.177, 0.796)
C (-0.099, 2.647, 0.481)
C (1.299, 0.566, 0.088)
C (0.875, -0.823, -0.381)
C (-0.195, -1.210, -1.035)
C (-0.547, -2.683, -1.280)
H (-1.589, 1.120, 2.070)
H (-0.666, -0.425, 2.065)
H (-0.912, 2.742, -0.281)
H (-0.676, 3.164, 1.268)
H (0.732, 3.110, -0.016)
H (2.133, 0.339, 0.744)
H (1.658, 1.197, -0.738)
H (1.438, -1.597, 0.167)
H (-0.958, -0.609, -1.519)
H (-1.576, -2.810, -1.594)
H (-0.432, -3.344, -0.413)
H (0.179, -3.124, -2.036)

Values from the calculation:
Structure (SMILES): C=C(C)C/C=C/C
M, g/mol: 96.2
Kohn-Sham gap, eV: 9.81
Total charge: 0

---

S.
ORCA calculation (ωB97M-V with the def2-TZVPD basis set) on C7H12 in the gas phase.

CARTESIAN COORDINATES (ANGSTROEM)
C (2.520, 0.196, -0.919)
C (1.229, 0.904, -1.171)
C (-0.833, -0.978, -0.928)
C (-0.553, -0.115, 0.061)
C (-2.421, -0.754, 1.454)
C (-1.076, -0.268, 1.578)
C (0.304, 1.197, -0.116)
H (2.767, -0.546, -1.693)
H (2.490, -0.313, 0.051)
H (3.375, 0.896, -0.878)
H (0.974, 1.169, -2.197)
H (-0.448, -0.853, -1.939)
H (-1.456, -1.847, -0.731)
H (-2.693, -1.804, 1.540)
H (-3.239, -0.072, 1.221)
H (-0.353, -0.927, 2.087)
H (-0.938, 0.751, 1.999)
H (0.753, 1.343, 0.881)
H (-0.402, 2.021, -0.300)

Values from the calculation:
M, g/mol: 96.2
Kohn-Sham gap (spin up / spin down), eV: 7.86 / 8.63
Total charge: 0

---

Which of them is most stable? Easy: Q.

---

P.
ORCA calculation (ωB97M-V with the def2-TZVPD basis set) on C7H12 in the gas phase.

CARTESIAN COORDINATES (ANGSTROEM)
C (3.963, -0.436, 1.128)
C (2.723, -0.303, 0.362)
C (1.696, -0.243, -0.266)
C (0.417, -0.217, -0.984)
C (-0.730, 0.397, -0.159)
C (-2.101, -0.072, -0.636)
C (-3.249, 0.533, 0.168)
H (3.992, 0.311, 1.929)
H (4.841, -0.290, 0.489)
H (4.023, -1.432, 1.581)
H (0.158, -1.250, -1.249)
H (0.539, 0.320, -1.934)
H (-0.612, 0.123, 0.897)
H (-0.667, 1.493, -0.200)
H (-2.139, -1.168, -0.560)
H (-2.219, 0.169, -1.701)
H (-3.148, 0.297, 1.234)
H (-3.271, 1.625, 0.074)
H (-4.214, 0.143, -0.173)

Values from the calculation:
Structure (SMILES): CC#CCCCC
M, g/mol: 96.2
Kohn-Sham gap, eV: 10.41
Total charge: 0

---

Q.
ORCA calculation (ωB97M-V with the def2-TZVPD basis set) on C7H12 in the gas phase.

CARTESIAN COORDINATES (ANGSTROEM)
C (3.055, 0.514, 2.536)
C (2.350, 0.532, 1.400)
C (1.004, 0.090, 1.270)
C (0.389, 0.164, 0.068)
C (-1.003, -0.417, -0.088)
C (-1.444, -0.848, -1.410)
C (-2.338, 0.177, -2.107)
H (2.637, 0.332, 3.404)
H (4.119, 0.826, 2.527)
H (2.756, 0.742, 0.440)
H (0.519, -0.279, 2.185)
H (0.808, 0.624, -0.827)
H (-1.040, -1.281, 0.581)
H (-1.727, 0.377, 0.384)
H (-0.529, -1.066, -1.997)
H (-2.069, -1.779, -1.382)
H (-3.345, -0.064, -1.969)
H (-2.107, 0.214, -3.211)
H (-2.035, 1.144, -1.805)

Values from the calculation:
Structure (SMILES): C=C/C=C/CCC
M, g/mol: 96.2
Kohn-Sham gap, eV: 9.47
Total charge: 0

---

R.
ORCA calculation (ωB97M-V with the def2-TZVPD basis set) on C7H12 in the gas phase.

CARTESIAN COORDINATES (ANGSTROEM)
C (0.181, 2.470, 1.059)
C (-0.306, 1.239, 1.118)
C (-1.217, 0.530, 0.175)
C (-0.700, -0.639, -0.648)
C (-1.595, -1.405, -1.259)
C (0.775, -0.877, -0.883)
C (1.697, -0.950, 0.349)
H (0.948, 2.854, 1.719)
H (-0.390, 3.255, 0.561)
H (0.238, 0.598, 1.808)
H (-1.567, 1.266, -0.562)
H (-2.160, 0.293, 0.680)
H (-1.301, -2.101, -2.035)
H (-2.635, -1.381, -0.963)
H (1.203, -0.169, -1.597)
H (0.861, -1.871, -1.321)
H (2.079, -0.010, 0.730)
H (2.600, -1.457, -0.004)
H (1.289, -1.646, 1.073)

Values from the calculation:
Structure (SMILES): C=CCC(=C)CC
M, g/mol: 96.2
Kohn-Sham gap, eV: 10.19
Total charge: 0

---

S.
ORCA calculation (ωB97M-V with the def2-TZVPD basis set) on C7H12 in the gas phase.

CARTESIAN COORDINATES (ANGSTROEM)
C (-2.009, -0.448, -1.132)
C (-0.704, -0.522, -0.861)
C (0.241, -1.000, -1.930)
C (-0.169, 0.265, 0.288)
C (-0.691, 1.450, 0.585)
C (0.985, -0.319, 1.051)
C (1.766, 0.643, 1.945)
H (-2.652, 0.052, -0.419)
H (-2.419, -0.637, -2.115)
H (0.847, -0.220, -2.389)
H (0.887, -1.742, -1.461)
H (-0.307, -1.495, -2.730)
H (-0.506, 2.014, 1.490)
H (-1.350, 1.973, -0.098)
H (1.695, -0.843, 0.408)
H (0.622, -1.111, 1.723)
H (1.137, 1.172, 2.632)
H (2.355, 1.332, 1.335)
H (2.511, 0.119, 2.547)

Values from the calculation:
Structure (SMILES): C=C(C)C(=C)CC
M, g/mol: 96.2
Kohn-Sham gap, eV: 10.03
Total charge: 0

---

Which of them is most stable? Easy: S.

---

P.
ORCA calculation (ωB97M-V with the def2-TZVPD basis set) on C7H12 in the gas phase.

CARTESIAN COORDINATES (ANGSTROEM)
C (-4.070, 0.072, 0.035)
C (-2.686, 0.345, -0.359)
C (-1.540, 0.559, -0.666)
C (-0.107, 0.733, -0.929)
C (0.723, -0.073, 0.079)
C (2.231, 0.023, -0.136)
C (2.997, -0.774, 0.919)
H (-4.097, -0.497, 0.970)
H (-4.589, -0.514, -0.730)
H (-4.628, 1.001, 0.189)
H (0.160, 1.797, -0.871)
H (0.129, 0.410, -1.952)
H (0.469, 0.265, 1.092)
H (0.415, -1.125, 0.021)
H (2.546, 1.075, -0.109)
H (2.480, -0.348, -1.139)
H (2.913, -0.304, 1.905)
H (2.594, -1.790, 1.005)
H (4.061, -0.856, 0.676)

Values from the calculation:
Structure (SMILES): CC#CCCCC
M, g/mol: 96.2
Kohn-Sham gap, eV: 10.42
Total charge: 0

---

Q.
ORCA calculation (ωB97M-V with the def2-TZVPD basis set) on C7H12 in the gas phase.

CARTESIAN COORDINATES (ANGSTROEM)
C (3.718, -0.001, 1.180)
C (2.626, -0.316, 0.259)
C (1.681, -0.546, -0.454)
C (0.372, -0.671, -1.106)
C (-0.657, 0.010, -0.190)
C (-2.089, 0.072, -0.706)
C (-2.995, 0.736, 0.335)
H (3.311, 0.460, 2.087)
H (4.428, 0.704, 0.736)
H (4.267, -0.899, 1.479)
H (0.114, -1.726, -1.267)
H (0.384, -0.195, -2.095)
H (-0.635, -0.499, 0.782)
H (-0.307, 1.033, -0.003)
H (-2.458, -0.936, -0.939)
H (-2.115, 0.637, -1.647)
H (-3.275, 0.031, 1.125)
H (-2.473, 1.572, 0.818)
H (-3.915, 1.132, -0.105)

Values from the calculation:
Structure (SMILES): CC#CCCCC
M, g/mol: 96.2
Kohn-Sham gap, eV: 10.38
Total charge: 0

---

R.
ORCA calculation (ωB97M-V with the def2-TZVPD basis set) on C7H12 in the gas phase.

CARTESIAN COORDINATES (ANGSTROEM)
C (3.617, -0.572, 1.037)
C (2.570, -0.122, 0.210)
C (1.716, 0.424, -0.443)
C (0.474, -0.093, -0.974)
C (-0.653, 0.478, -0.141)
C (-1.933, -0.144, -0.589)
C (-3.121, 0.414, 0.164)
H (3.786, 0.119, 1.867)
H (4.446, -0.618, 0.350)
H (3.375, -1.548, 1.443)
H (0.543, -1.192, -0.905)
H (0.450, 0.147, -2.032)
H (-0.516, 0.306, 0.942)
H (-0.670, 1.566, -0.273)
H (-1.846, -1.226, -0.444)
H (-1.993, 0.027, -1.673)
H (-3.043, 0.243, 1.248)
H (-3.190, 1.495, 0.013)
H (-4.037, -0.054, -0.187)

Values from the calculation:
Structure (SMILES): CC#CCCCC
M, g/mol: 96.2
Kohn-Sham gap, eV: 10.08
Total charge: 0

---

S.
ORCA calculation (ωB97M-V with the def2-TZVPD basis set) on C7H12 in the gas phase.

CARTESIAN COORDINATES (ANGSTROEM)
C (2.838, -0.909, 1.021)
C (2.147, -0.221, -0.081)
C (1.820, 1.034, -0.374)
C (0.677, 1.076, -1.052)
C (-0.599, 1.039, -0.272)
C (-1.457, -0.232, -0.439)
C (-2.828, -0.024, 0.209)
H (3.583, -0.315, 1.543)
H (3.247, -1.843, 0.633)
H (2.031, -1.171, 1.723)
H (1.514, -0.923, -0.635)
H (0.659, 0.879, -2.125)
H (-0.361, 1.166, 0.793)
H (-1.176, 1.906, -0.596)
H (-0.967, -1.101, 0.024)
H (-1.581, -0.475, -1.502)
H (-2.733, 0.167, 1.285)
H (-3.334, 0.841, -0.233)
H (-3.480, -0.895, 0.079)

Values from the calculation:
Structure (SMILES): CC=C=CCCC
M, g/mol: 96.2
Kohn-Sham gap, eV: 8.70
Total charge: 0

---

Which of them is most stable? Easy: P.

---

P.
ORCA calculation (ωB97M-V with the def2-TZVPD basis set) on C7H12 in the gas phase.

CARTESIAN COORDINATES (ANGSTROEM)
C (2.466, 0.270, -0.695)
C (1.104, -0.406, -0.751)
C (0.256, -0.154, 0.504)
C (-0.629, 1.144, 0.696)
C (-1.842, 0.242, 0.850)
C (-2.011, -0.537, -0.410)
C (-1.014, -1.000, 0.619)
H (2.995, 0.235, -1.653)
H (3.103, -0.200, 0.061)
H (2.341, 1.320, -0.419)
H (0.546, -0.042, -1.621)
H (1.233, -1.485, -0.939)
H (0.846, -0.102, 1.417)
H (-0.647, 1.860, -0.130)
H (-0.405, 1.695, 1.619)
H (-2.610, 0.348, 1.605)
H (-2.929, -1.107, -0.493)
H (-1.666, -0.104, -1.350)
H (-1.136, -1.976, 1.089)

Values from the calculation:
Structure (SMILES): CC[C@H]1C[C@H]2C[C@@H]12
M, g/mol: 96.2
Kohn-Sham gap, eV: 10.77
Total charge: 0

---

Q.
ORCA calculation (ωB97M-V with the def2-TZVPD basis set) on C7H12 in the gas phase.

CARTESIAN COORDINATES (ANGSTROEM)
C (-1.173, 0.010, 0.800)
C (0.700, 0.115, 0.526)
C (-1.751, 1.274, 0.928)
C (1.082, 1.139, -0.505)
C (1.400, -1.221, 0.450)
C (-1.222, -0.794, -0.389)
C (-1.023, -1.062, -1.644)
H (-1.159, -0.585, 1.713)
H (0.793, 0.532, 1.522)
H (-2.025, 1.854, 0.057)
H (-2.127, 1.593, 1.889)
H (0.900, -1.974, 1.061)
H (1.000, 0.765, -1.526)
H (2.131, 1.411, -0.347)
H (0.475, 2.038, -0.395)
H (1.468, -1.600, -0.568)
H (2.415, -1.097, 0.844)
H (-1.597, -1.842, -2.142)
H (-0.285, -0.556, -2.275)

Values from the calculation:
M, g/mol: 96.2
Kohn-Sham gap (spin up / spin down), eV: 6.61 / 7.99
Total charge: 0

---

Which of them is most stable? Easy: P.